Formula: C33H34N5PbS3
Source: the Open Molecules 2025 dataset
Level of theory: wB97M-V/def2-TZVPD

For the total energy, the calculation gives -2938.16547 a.u. For the frontier orbital gap, the calculation gives 6.22 eV. The value obtained for the HOMO energy is -16.00 eV.

```
! wB97M-V def2-TZVPD RIJCOSX def2/J DEFGRID3
* xyz 3 1
Pb 0.0338 0.2322 0.3823
S 1.9752 0.4947 4.4210
S 0.2199 -0.2275 -2.1018
S -0.8120 -2.2670 0.3629
N -0.1872 -4.1088 -1.3885
N 2.4114 0.4056 0.4437
N 1.3772 -2.4327 -2.9420
N -2.7761 3.8114 -0.3332
N -1.0429 2.1114 -0.0579
C 0.0628 -1.7890 -5.6358
C 0.2524 -6.0753 0.0162
C 1.2253 -8.2718 0.1817
C 5.0896 0.6970 1.0020
C -0.8139 -5.1703 -0.5441
C 4.6531 0.6184 -0.3158
C -3.1392 4.3831 -1.6697
C 4.1670 0.6344 2.0318
C 2.2157 -7.7704 1.0105
C 0.3014 0.4232 4.7212
C 1.3901 -2.1208 -5.3702
C 2.1235 -2.8527 -6.2957
C 1.7508 0.4504 2.7254
C 2.8251 0.4946 1.7204
C 0.3804 -4.6188 -2.6514
C -0.0966 -2.8573 -1.0577
C 1.6504 -3.8885 -2.9438
C 2.2260 -6.4211 1.3479
C 1.5324 -3.2516 -7.4886
C -0.4491 0.3706 3.5788
C -0.5261 -2.1945 -6.8222
C 0.4173 0.3912 2.4643
C 0.5937 -1.9108 -2.0606
C -5.0182 4.1899 0.5985
C -5.4355 4.8038 -0.7391
C 1.2461 -5.5744 0.8543
C -1.8887 2.9114 -0.2008
C -3.5296 4.3610 0.8402
C 2.0280 -1.6965 -4.0721
C 0.2099 -2.9271 -7.7474
C 3.3040 0.4731 -0.5553
C 0.2465 -7.4229 -0.3217
C -4.6298 4.2100 -1.8958
H -3.2596 5.4158 0.9113
H -1.4713 -5.7298 -1.2101
H -2.8647 5.4385 -1.6341
H -4.8874 4.6969 -2.8367
H -5.2697 3.1257 0.6165
H 1.2401 -4.5291 1.1497
H -0.2486 -3.2354 -8.6775
H 4.4828 0.7053 3.0642
H 6.1417 0.8187 1.2244
H -0.5334 -7.8214 -0.9616
H -3.1838 3.8543 1.7389
H 2.9761 -8.4316 1.4041
H -5.2920 5.8877 -0.7077
H -1.5265 0.3195 3.5586
H -2.5341 3.8934 -2.4299
H 2.0227 -4.1515 -3.9305
H -0.5093 -1.1934 -4.9298
H 5.3458 0.6839 -1.1428
H -4.8588 3.1460 -2.0038
H 1.2088 -9.3227 -0.0735
H -5.5490 4.6651 1.4239
H 2.9903 -6.0370 2.0105
H -1.4252 -4.6959 0.2178
H 2.1080 -3.8094 -8.2148
H 1.9341 -0.6300 -3.8921
H 2.4204 -4.0949 -2.1975
H -6.4975 4.6320 -0.9057
H -1.5525 -1.9279 -7.0364
H -0.3586 -4.4965 -3.4466
H -0.0560 0.4277 5.7406
H 2.9101 0.4264 -1.5616
H 0.5828 -5.6789 -2.5136
H 3.1632 -3.0955 -6.1022
H 3.0815 -1.9756 -4.0485
*
```

Formula: C5H33N2O11
Source: the Open Molecules 2025 dataset
Level of theory: wB97M-V/def2-TZVPD

For the total energy, the calculation gives -1147.20893 a.u. For the frontier orbital gap, the calculation gives 10.11 eV. The value obtained for the HOMO energy is -12.24 eV.

```
! wB97M-V def2-TZVPD RIJCOSX def2/J DEFGRID3
* xyz 1 1
O -2.7812 1.9890 -2.0178
O 2.2860 2.2931 -2.3547
O -1.5665 -2.4037 -1.5253
O -3.6752 -0.3824 -1.0888
O -0.0231 -2.2988 2.0983
O -0.8328 -0.6900 -3.7880
O 0.5088 -3.4082 -0.1405
O 2.0278 -2.0030 3.7886
O 3.1852 -2.5923 1.1671
O -2.3127 -1.1423 2.5959
O -1.2179 2.2547 2.3107
N 1.9778 2.4949 0.4789
N -0.1525 1.5295 -2.4094
C 0.5853 2.4609 0.7786
C 0.2393 2.4432 2.3187
C 0.4884 0.8051 -1.2829
C -0.0182 1.1919 0.0363
C 1.3947 -0.1030 -1.6053
H -3.9618 -0.6091 -0.1911
H 2.9117 -2.3726 3.6334
H -0.8652 -1.8432 2.3394
H 2.8366 2.9193 -2.8530
H -0.6283 0.8436 -3.0698
H 0.1343 0.3265 0.6196
H 1.6795 -0.8802 -0.9183
H 1.7537 -0.4219 -2.5931
H 0.5263 -4.2868 0.2443
H 0.0627 3.3163 0.2755
H 2.4439 3.3782 0.5677
H -0.8057 2.2035 -2.0361
H 0.0733 -2.8190 0.5354
H -1.5571 3.1445 2.4283
H 2.3844 -2.2129 0.8129
H -3.3352 1.2755 -1.6248
H 0.5238 1.9794 -3.0340
H -0.7341 -2.8132 -1.1777
H -1.1389 1.2133 0.1715
H -0.0081 -1.1406 -4.0161
H -1.3008 -1.4384 -3.3476
H -3.1635 -1.1670 -1.3341
H -2.2075 -3.0501 -1.8272
H 0.3568 3.4775 2.6685
H 2.5856 1.7582 0.8275
H 0.7011 -2.2903 2.7550
H 2.5791 2.2379 -1.4343
H 0.7077 1.7135 3.0205
H -3.3254 2.3721 -2.7110
H -2.3462 -1.1459 3.5712
H 3.3398 -3.5307 1.0888
H 1.7097 -2.3749 4.6187
H -2.0454 -0.2012 2.6295
*
```

Sequential ΔE to the lowest compared entry with this formula, charge and spin output: 0.0; 279.9 kJ/mol